The following is a DFT calculation (ωB97M-V with the def2-TZVPD basis set) of C8H9NO3S in the gas phase in a non-equilibrium geometry.

Computed properties:
Multiplicity = 1
LUMO energy = -0.87 eV
SMILES string = C[C@H]1CC=CC2=C1S(=O)(=O)NC2=O
Electronic energy = -988.836290 a.u.
ΔE to the lowest compared entry with this formula, charge and spin = 163.4 kJ/mol
Molecular weight = 199.231 g mol⁻¹
Charge = 0
HOMO energy = -9.210 eV
Max |F| = 4.22 eV/A
Frontier orbital gap = 8.34 eV

Each line ends with the natural charge from an NBO analysis.
Positions of all 22 atoms, in Å:
C  0.531073  -1.763622  1.279594  -0.596
C  0.902704  -0.326036  0.906176  -0.243
C  2.127965  -0.096421  -0.024275  -0.436
C  1.772312  0.038580  -1.478731  -0.109
C  0.591790  0.492013  -1.919659  -0.242
C  -0.459327  0.608063  -0.951162  -0.104
C  -0.265682  0.350851  0.385350  -0.252
S  -1.724926  0.658408  1.200576  2.311
O  -1.779182  1.943033  1.835876  -0.912
O  -2.091192  -0.454843  2.020602  -0.909
N  -2.588931  0.844360  -0.257764  -0.880
C  -1.753355  0.999486  -1.363442  0.645
O  -2.065066  1.330358  -2.459874  -0.534
H  1.252498  -2.081282  1.908804  0.207
H  0.473048  -2.299921  0.395458  0.203
H  -0.458724  -1.664789  1.766007  0.252
H  1.050016  0.152214  1.816917  0.224
H  2.797096  -0.916877  0.235542  0.226
H  2.630180  0.744582  0.235242  0.227
H  2.481419  -0.281794  -2.245883  0.215
H  0.220563  0.692347  -2.975408  0.256
H  -3.644279  1.031290  -0.309946  0.451

Force components x, y, z for each atom (eV/Å):
-2.37 2.79 -0.67
0.43 0.15 -0.43
-2.11 -2.92 -0.12
0.15 -0.55 -1.36
-0.38 -0.44 -0.91
2.92 -0.12 2.50
-0.96 0.52 -4.08
-1.55 1.19 0.68
0.36 -0.02 0.03
-0.61 -0.28 -0.45
-2.44 -0.05 -0.04
-2.02 -0.17 1.62
-0.76 0.50 -1.44
2.21 -1.57 2.08
-0.22 -1.53 -1.56
0.79 -0.79 -0.15
1.05 0.90 1.92
0.23 -0.13 -0.64
1.48 2.83 0.98
0.21 0.38 0.40
1.16 -0.51 1.31
2.42 -0.19 0.33